(1)
{"formula": "C3H9IN3", "method": "ωB97M-V/def2-TZVPD", "e_above_lowest_ev": 0.450, "homo_lumo_gap_ev": 8.86, "smiles": "CN/C(NI)=[NH+]/C", "charge": 1, "elements": ["H", "C", "H", "H", "N", "H", "C", "H", "I", "N", "H", "N", "H", "C", "H", "H"], "coordinates": [[-1.133, -0.434, -0.286], [-0.130, -2.135, 0.114], [0.541, -2.457, -0.755], [0.246, -2.371, 1.118], [-0.224, -0.722, 0.076], [1.728, 1.938, -0.138], [0.894, 0.113, 0.006], [-0.117, 2.984, -1.031], [3.906, 0.457, -0.425], [0.831, 1.433, -0.172], [-0.553, 2.773, 0.681], [2.123, -0.455, 0.087], [-1.286, 1.527, -0.484], [-0.465, 2.256, -0.253], [-1.044, -2.538, 0.136], [2.081, -1.489, 0.326]]}

(2)
{"formula": "C3H9IN3", "method": "ωB97M-V/def2-TZVPD", "e_above_lowest_ev": 2.755, "homo_lumo_gap_ev": 9.45, "charge": 1, "elements": ["N", "H", "C", "H", "N", "N", "H", "H", "H", "H", "C", "I", "C", "H", "H", "H"], "coordinates": [[1.439, -0.743, -0.561], [1.169, 0.535, -0.369], [-0.394, 0.911, 0.970], [-0.406, -1.703, -1.193], [-0.415, 0.338, -1.299], [0.155, 1.214, -0.375], [1.808, -0.821, 0.386], [0.361, 1.249, 1.678], [-1.457, 1.421, 1.132], [0.226, -1.250, 1.516], [-0.548, -0.660, 0.803], [-2.418, 0.465, -1.537], [-0.068, -0.876, -0.656], [2.035, -1.446, -0.984], [-1.644, -0.848, 1.053], [0.158, 2.213, -0.565]]}

(3)
{"formula": "C3H9N", "method": "ωB97M-V/def2-TZVPD", "e_above_lowest_ev": 1.600, "homo_lumo_gap_ev": 9.85, "smiles": "CN(C)C", "elements": ["H", "H", "H", "H", "H", "H", "C", "N", "C", "H", "H", "C", "H"], "coordinates": [[-0.903, -0.980, 1.065], [-1.846, -0.997, -0.444], [-0.580, -2.242, -0.325], [2.016, -0.978, -0.451], [1.511, -0.410, 1.071], [-1.062, 1.174, 1.023], [-0.838, -1.078, -0.083], [0.057, 0.030, -0.551], [-0.550, 1.273, -0.045], [0.179, 2.146, -0.038], [-1.399, 1.444, -0.822], [1.454, -0.146, -0.068], [1.961, 0.764, -0.332]]}

(4)
{"formula": "C3H9N", "method": "ωB97M-V/def2-TZVPD", "e_above_lowest_ev": 1.580, "homo_lumo_gap_ev": 10.30, "smiles": "C=NC.C", "elements": ["C", "H", "H", "H", "C", "H", "H", "C", "H", "N", "H", "H", "H"], "coordinates": [[2.597, -1.466, 5.606], [-0.064, 1.956, -3.027], [1.742, -1.070, 5.075], [2.586, -1.289, 6.676], [-1.044, 1.509, -2.883], [-3.346, 0.278, -3.819], [-2.402, -0.582, -5.137], [-2.382, 0.169, -4.346], [3.472, -0.892, 5.300], [-1.359, 0.861, -4.144], [-0.934, 0.730, -2.132], [-1.744, 2.291, -2.584], [2.879, -2.494, 5.414]]}

(5)
{"formula": "C3H9N", "method": "ωB97M-V/def2-TZVPD", "e_above_lowest_ev": 1.717, "homo_lumo_gap_ev": 10.52, "smiles": "C=NC.C", "elements": ["H", "C", "H", "H", "H", "H", "C", "H", "H", "C", "N", "H", "H"], "coordinates": [[1.715, 0.277, 2.113], [0.765, -0.457, -0.581], [-2.952, -0.227, -0.911], [0.200, -1.031, -1.308], [-1.556, 0.303, -0.266], [1.063, 0.578, -0.790], [2.039, -0.446, 1.360], [2.785, 0.031, 0.722], [-2.853, 1.548, -0.214], [-2.435, 0.721, -0.762], [0.900, -0.945, 0.581], [-2.154, 0.957, -1.786], [2.484, -1.310, 1.843]]}

(6)
{"formula": "C3H9N", "method": "ωB97M-V/def2-TZVPD", "e_above_lowest_ev": 1.530, "homo_lumo_gap_ev": 9.66, "smiles": "CN(C)C", "elements": ["H", "N", "C", "H", "H", "H", "H", "C", "H", "C", "H", "H", "H"], "coordinates": [[0.317, 2.098, -0.650], [0.342, -0.114, -0.233], [0.298, -0.880, 1.000], [1.229, 1.504, 0.817], [-0.808, -1.568, -1.116], [0.055, -1.950, 0.766], [1.363, -0.713, 1.499], [-0.828, -0.405, -1.117], [-0.787, 0.048, -2.143], [0.340, 1.381, 0.178], [-0.315, -0.488, 1.843], [-0.630, 1.407, 0.826], [-1.678, -0.115, -0.579]]}

(7)
{"formula": "C3H9N2", "method": "ωB97M-V/def2-TZVPD", "e_above_lowest_ev": 5.512, "homo_lumo_gap_ev": 4.65, "charge": 1, "elements": ["H", "H", "H", "H", "H", "N", "C", "H", "H", "C", "N", "H", "C", "H"], "coordinates": [[2.581, 1.862, -0.091], [1.495, 1.790, -1.983], [-3.106, -2.636, 1.333], [1.859, 1.604, 1.435], [-2.322, -3.821, 0.420], [-2.203, -2.913, 0.884], [1.956, 1.156, 0.431], [-1.432, 0.765, 0.394], [-2.044, -2.165, 0.187], [-0.392, 0.450, 0.439], [0.657, 1.417, -1.564], [-0.203, 1.281, -2.086], [0.629, 1.014, -0.216], [2.523, 0.197, 0.417]]}

(8)
{"formula": "C3H9N2", "method": "ωB97M-V/def2-TZVPD", "e_above_lowest_ev": 1.990, "homo_lumo_gap_ev": 10.30, "charge": 1, "elements": ["H", "N", "H", "H", "C", "H", "H", "H", "H", "C", "H", "N", "H", "C"], "coordinates": [[1.819, -1.292, -2.009], [0.863, 0.666, 0.489], [0.723, 0.028, -0.321], [1.865, 1.020, 0.700], [-1.352, 0.558, 1.590], [-1.827, 0.535, 0.642], [0.346, 1.794, 2.188], [-2.134, 1.091, 2.185], [-1.304, -0.530, 1.772], [-0.093, -1.063, -2.523], [-1.078, -0.785, -2.221], [0.866, -0.823, -1.744], [0.249, -1.636, -3.433], [0.015, 1.078, 1.381]]}

(9)
{"formula": "C3H9N2", "method": "ωB97M-V/def2-TZVPD", "e_above_lowest_ev": 1.010, "homo_lumo_gap_ev": 9.55, "smiles": "C/C(N)=C/[NH3+]", "charge": 1, "elements": ["H", "N", "H", "H", "H", "C", "H", "N", "C", "H", "H", "C", "H", "H"], "coordinates": [[-0.890, -0.648, 2.431], [-0.097, 1.247, 0.759], [0.331, 1.991, 0.230], [-2.101, -0.742, 1.124], [0.443, -0.144, -2.640], [0.295, -0.683, -0.644], [-0.854, -1.923, 1.246], [0.893, 0.116, -1.760], [-1.053, -0.862, 1.378], [0.591, -1.711, -0.714], [-0.733, 1.638, 1.436], [-0.199, -0.062, 0.443], [0.730, 1.109, -1.604], [1.896, -0.032, -1.904]]}

(10)
{"formula": "C3H9N2", "method": "ωB97M-V/def2-TZVPD", "e_above_lowest_ev": 3.459, "homo_lumo_gap_ev": 9.35, "charge": 1, "elements": ["H", "C", "H", "H", "H", "H", "C", "N", "H", "C", "N", "H", "H", "H"], "coordinates": [[-2.508, -1.364, 1.249], [0.290, 1.133, -0.468], [1.849, -0.383, -1.162], [-1.129, -0.088, 1.504], [-0.780, 1.379, -0.292], [2.043, 1.612, -0.234], [-1.570, -0.983, 0.957], [1.179, 1.935, 0.136], [-0.962, -2.628, 0.204], [0.788, -0.006, -0.993], [-0.753, -1.650, 0.253], [0.297, -1.061, -0.243], [1.081, 2.450, 0.983], [0.175, -0.345, -1.893]]}

(11)
{"formula": "C3H9N2", "method": "ωB97M-V/def2-TZVPD", "e_above_lowest_ev": 0.989, "homo_lumo_gap_ev": 9.51, "charge": 1, "elements": ["C", "C", "C", "H", "H", "H", "H", "H", "H", "H", "N", "N", "H", "H"], "coordinates": [[1.928, 0.756, -0.179], [0.111, -0.832, -0.358], [1.222, -0.263, 0.331], [-1.280, -2.296, -0.460], [-0.288, -2.298, 0.961], [-0.165, -0.418, -1.321], [-1.417, 1.486, 1.003], [-2.561, 0.937, -0.027], [1.663, 1.213, -1.120], [2.789, 1.155, 0.331], [-1.578, 1.175, 0.051], [-0.523, -1.878, 0.069], [-1.409, 1.968, -0.558], [1.506, -0.705, 1.278]]}

(12)
{"formula": "C3H9N2O", "method": "ωB97M-V/def2-TZVPD", "e_above_lowest_ev": 0.806, "homo_lumo_gap_ev": 7.43, "charge": -1, "elements": ["H", "H", "H", "O", "H", "H", "N", "C", "C", "H", "N", "H", "H", "H", "C"], "coordinates": [[-1.442, -2.305, -0.714], [1.822, 1.209, -0.899], [1.677, -0.585, -0.771], [0.443, 0.501, 0.435], [2.644, 1.064, 1.566], [2.658, -0.691, 1.338], [-1.746, -1.381, -1.009], [1.646, 0.368, -0.197], [2.795, 0.269, 0.838], [3.795, 0.300, 0.389], [-2.171, 0.715, -0.086], [-2.735, 0.819, -0.917], [-1.260, -0.815, 0.962], [-1.430, 1.408, -0.032], [-1.592, -0.564, -0.038]]}

(13)
{"formula": "C3H9N2O", "method": "ωB97M-V/def2-TZVPD", "e_above_lowest_ev": 2.207, "homo_lumo_gap_ev": 6.88, "smiles": "NCCNC[O-]", "charge": -1, "elements": ["H", "H", "H", "H", "N", "N", "H", "O", "C", "C", "H", "C", "H", "H", "H"], "coordinates": [[1.460, 1.412, -1.316], [-0.333, -1.286, 2.331], [-2.161, 0.140, 0.667], [-1.284, -1.620, 1.254], [-1.311, -1.002, 2.117], [0.322, -0.275, -0.259], [-1.794, 1.221, 2.000], [1.127, 0.056, -2.783], [1.389, 0.216, -1.466], [-0.078, 0.651, 0.739], [0.795, 0.677, 1.571], [-1.411, 0.322, 1.471], [2.364, -0.349, -1.090], [-0.419, -0.524, -0.959], [-0.126, 1.686, 0.333]]}

(14)
{"formula": "C3H9N2O", "method": "ωB97M-V/def2-TZVPD", "multiplicity": 2, "e_above_lowest_ev": 1.828, "homo_lumo_gap_ev": [4.49, 10.59], "s_squared": 0.751, "elements": ["H", "H", "H", "C", "O", "H", "N", "H", "C", "H", "H", "H", "C", "H", "N"], "coordinates": [[0.555, 2.113, 1.388], [1.374, 1.321, 2.637], [-1.175, 1.329, 0.106], [1.310, 1.331, 1.528], [0.579, -1.350, -0.782], [-2.568, 0.187, -1.730], [-1.914, -0.345, -1.133], [-1.370, -1.093, -1.600], [-0.787, 0.552, -0.530], [-0.337, 0.871, -1.468], [-2.514, -0.861, -0.416], [1.514, -0.715, 1.459], [0.281, -0.417, -0.032], [2.228, 1.661, 1.014], [0.898, 0.002, 1.089]]}

(15)
{"formula": "C3H9N2O", "method": "ωB97M-V/def2-TZVPD", "e_above_lowest_ev": 2.825, "homo_lumo_gap_ev": 11.22, "charge": 1, "elements": ["N", "C", "C", "H", "H", "H", "H", "H", "H", "N", "H", "H", "C", "H", "O"], "coordinates": [[-3.144, 0.849, 2.029], [0.867, 0.439, 1.116], [-2.814, 0.786, 0.917], [0.842, -1.551, 1.431], [-0.677, -1.312, -2.121], [-3.874, 1.242, 2.479], [1.286, 1.297, 0.647], [0.209, 0.110, -2.432], [1.984, -0.875, 0.139], [-0.330, -0.386, -1.783], [0.367, 0.734, 2.001], [0.118, -0.171, -0.770], [1.142, -0.836, 0.747], [-1.190, 0.289, -1.764], [-2.165, 0.617, -0.031]]}

(16)
{"formula": "C3H9N2O", "method": "ωB97M-V/def2-TZVPD", "multiplicity": 3, "e_above_lowest_ev": 2.354, "homo_lumo_gap_ev": [7.15, 5.88], "s_squared": 2.010, "charge": 1, "elements": ["C", "H", "H", "H", "H", "O", "C", "H", "H", "H", "C", "H", "H", "N", "N"], "coordinates": [[-0.012, 1.506, 0.117], [-1.140, -0.258, -0.247], [-0.358, -2.735, 0.350], [0.688, 2.943, -1.047], [1.780, -0.450, 0.136], [0.726, 1.926, -0.999], [0.597, -2.213, 0.061], [-1.616, 2.765, 0.624], [-1.896, 1.738, -0.712], [0.802, 1.769, 0.959], [0.788, -0.806, 0.134], [1.385, -2.742, 0.569], [0.704, -2.389, -1.013], [-1.365, 1.917, 0.229], [-0.174, 0.025, 0.035]]}